H5NO | ωB97M-V/def2-TZVPD

Atoms and positions in Å:
1 O 1.52099 -0.04766 0.11156
2 N -1.66998 -0.03096 -0.12882
3 H -1.63713 -0.78692 0.56481
4 H -0.65843 0.03587 -0.32322
5 H 2.21972 -0.40508 -0.55116
6 H -1.86076 0.81520 0.41972
7 H 1.45852 0.93893 -0.10091

Forces on the atoms, in the same order (eV/Å):
1.623 1.072 -2.099
1.016 -0.003 0.636
-0.447 0.230 -0.179
-0.562 0.071 -0.230
-1.824 1.028 1.695
-0.101 -0.350 -0.211
0.295 -2.048 0.389

Relative energy (zero: lowest compared OMol25 entry of this formula, charge and spin) in kcal/mol: 8.9
Calculated total energy in Ha: -132.97874
Charge: 0
Gap between HOMO and LUMO in eV: 10.75


C3H4P2 | ωB97M-V/def2-TZVPD

Atoms and positions in Å:
1 P 0.60160 -0.06306 -1.62912
2 P -1.29379 -0.30549 1.43144
3 C -0.51222 -0.07163 -0.18558
4 C 0.47488 -0.32760 1.00606
5 C 0.51341 1.00489 -0.13434
6 H -0.23916 0.73267 -2.45237
7 H 1.19690 -1.12122 1.00971
8 H 0.55322 2.04004 0.12497
9 H -1.52839 -1.69032 1.26654

Forces on the atoms, in the same order (eV/Å):
0.644 -0.082 -0.276
-0.814 -1.362 2.065
0.507 2.427 -2.072
0.104 2.536 -1.029
-0.378 -3.874 0.638
-0.052 0.130 -0.006
0.512 -0.110 0.130
-0.112 0.288 0.278
-0.411 0.046 0.273

Relative energy (zero: lowest compared OMol25 entry of this formula, charge and spin) in kcal/mol: 106.1
Calculated total energy in Ha: -799.09770
Charge: 0
2S+1: 3
Expectation value of S²: 2.0120
Gap between HOMO and LUMO (spin up / spin down) in eV: 5.49 / 6.64


C40H115InN28O22 | ωB97M-V/def2-TZVPD

Atoms and positions in Å:
1 In -3.75790 -4.39721 -0.10990
2 O -2.29010 -7.10433 -0.39261
3 O -7.32832 1.82814 -1.62701
4 O -5.82311 -2.27062 1.19458
5 O -2.56372 -5.04348 5.88389
6 O -4.76165 2.13749 2.47621
7 O 2.20366 -1.82223 -3.90721
8 O -5.27936 3.80428 4.74245
9 O 2.64206 -1.11992 4.86157
10 O 0.74663 1.89914 0.81378
11 O 3.57092 3.90312 2.10938
12 O 4.06495 -0.38146 -2.49127
13 O -0.68193 -4.48074 0.61390
14 O 5.96350 -0.10136 -0.40146
15 O -5.12475 -3.04928 -2.41915
16 O -5.81801 3.10472 -4.21749
17 O -2.17160 -4.85519 -2.58725
18 O -4.07036 5.09286 -0.63589
19 O -2.53301 -1.56321 -0.41966
20 O -0.80559 3.35172 -6.06714
21 O -3.07324 -3.22163 2.49236
22 O -1.68174 3.48446 1.19859
23 O -2.05208 0.32213 5.19354
24 N -1.58700 -3.72645 -4.47897
25 N 1.20946 -5.41445 1.41307
26 N -4.45356 5.46171 1.45377
27 N -0.67218 -5.55350 -3.96311
28 N 6.66532 -0.91283 0.49788
29 N -5.12694 -0.57526 -0.18139
30 N -0.51518 -5.90349 5.99773
31 N -1.54037 -8.60045 -1.86064
32 N -0.24169 -7.03489 -0.99306
33 N 3.85180 2.50686 0.27323
34 N -0.54637 2.01435 5.47049
35 N -2.80514 6.47804 0.57233
36 N -5.63088 -2.65211 -4.47548
37 N -3.48293 -2.42353 4.57325
38 N -8.61960 2.91287 -0.12111
39 N -6.54954 3.46675 -0.26479
40 N -7.13800 -0.42401 0.81845
41 N -0.17052 -4.39664 2.77905
42 N -3.56481 3.14164 -4.32599
43 N 5.40240 3.90550 0.77372
44 N 1.91115 0.42587 3.51479
45 N -4.15353 -1.44959 -3.49145
46 N -1.35138 1.01900 7.21647
47 N -2.85960 -1.07084 3.02307
48 N -4.46294 2.18411 -2.72925
49 N 2.20209 -1.59982 2.75015
50 N -0.59635 -3.74757 5.71517
51 N -0.11356 3.08402 -4.89743
52 C -4.99972 -2.40664 -3.43555
53 C 0.10601 -4.73780 1.56043
54 C 0.71041 3.04818 1.65233
55 C -0.71917 3.18495 2.20623
56 C -1.51702 -0.62972 -0.49479
57 C 4.20172 3.47826 1.10011
58 C -4.70747 2.96063 -3.73341
59 C 1.13490 1.03640 -5.65578
60 C 8.44119 -2.55124 0.80976
61 C 7.00360 -0.18203 1.79116
62 C -4.25882 1.86637 3.79576
63 C -3.78814 5.71279 0.35246
64 C 7.07436 -2.56884 -1.34003
65 C -6.03314 -1.15755 0.59583
66 C -1.45235 -4.61375 -3.51000
67 C 0.98052 4.07607 -4.62771
68 C 7.70737 -1.64379 -0.24526
69 C -5.29498 2.35759 4.81526
70 C 1.80631 2.44864 -2.81215
71 C 9.01878 -1.76588 1.99754
72 C 2.17912 3.94236 -5.56297
73 C -1.44249 -7.54372 -1.08369
74 C 8.77364 -0.77284 -0.90773
75 C -1.98108 0.75536 -0.22206
76 C 0.21484 1.65080 -4.68499
77 C -1.07821 0.89662 -4.60860
78 C -7.43321 2.66375 -0.72108
79 C -1.31487 -4.88648 5.79195
80 C -0.22439 -0.90734 0.24648
81 C 0.63972 1.59077 -3.16787
82 C 2.23903 -0.78973 3.81830
83 C 1.59117 3.91967 -3.26827
84 C 7.84969 -1.11168 2.72923
85 C 5.77413 0.22460 2.66012
86 C 0.40887 5.53315 -4.68124
87 C 2.61103 -2.38415 -2.65323
88 C -3.05557 -2.29209 3.33541
89 C -1.32081 1.06630 5.87049
90 C 7.86927 1.09952 1.49806
91 C 3.15456 -1.20338 -1.81678
92 H -5.08530 2.07340 5.84646
93 H -2.63523 -0.49912 3.82488
94 H 8.80985 0.88818 0.98939
95 H 0.92666 0.56257 -2.94750
96 H -2.30747 -3.02654 -4.37344
97 H 7.44631 1.85598 0.83702
98 H 0.55711 -4.45644 3.47696
99 H -5.34178 0.27302 -0.68574
100 H -5.66022 -1.95992 -5.21041
101 H 2.57958 4.37477 -3.20477
102 H -2.10104 0.55245 7.70680
103 H -4.14315 -0.76279 -4.23193
104 H 0.45299 -0.14917 -0.14650
105 H -5.72979 3.51718 -0.85263
106 H -1.14730 1.40727 -0.48266
107 H 5.83070 1.30306 2.80784
108 H -3.59586 -1.23558 -2.67702
109 H 1.77498 -2.97214 -2.27457
110 H 4.46941 1.98674 -0.33351
111 H -5.27222 1.80006 -2.26267
112 H -0.92827 4.01767 2.87776
113 H 0.45680 -5.74219 6.21985
114 H 1.09530 3.90420 1.09808
115 H 2.04479 2.54032 -1.75252
116 H 9.76117 -1.00771 -0.51062
117 H 3.38687 -3.05531 -3.02162
118 H -2.69434 2.89057 -3.87951
119 H -4.55839 6.19848 2.13662
120 H -7.87924 -0.71690 1.43884
121 H -0.91251 -3.71196 2.80676
122 H 9.23268 -3.15002 0.35911
123 H 1.42474 1.69556 -6.47407
124 H 7.26390 -1.75403 3.38676
125 H 5.85491 4.67612 1.24433
126 H 2.87970 2.23277 0.27190
127 H -1.76472 1.32266 -3.87696
128 H -2.26260 4.22185 1.39973
129 H -1.36499 4.02993 -5.68150
130 H -3.27728 2.26709 4.04893
131 H 2.99377 -1.39668 -4.24813
132 H -0.97859 -3.70410 -5.28484
133 H 0.90964 4.38532 -2.55637
134 H -1.28345 -0.64469 -1.55936
135 H -3.92334 -3.31579 4.74649
136 H -0.31313 -6.15952 -0.49435
137 H 7.74007 -3.35359 -1.69932
138 H 0.40279 -3.85481 5.81671
139 H 2.07445 1.07293 4.27291
140 H -0.15634 1.99423 0.50202
141 H -6.22363 -3.46944 -4.44831
142 H -1.67578 0.83288 -5.51797
143 H -4.15463 0.79458 3.62695
144 H -0.03298 5.64760 -5.67107
145 H -0.93629 -6.80215 6.18526
146 H 6.63500 -2.06033 -2.19821
147 H 1.35344 -5.80203 0.49158
148 H 0.51299 -7.42882 -1.53654
149 H 8.89398 -1.10209 -1.93982
150 H 1.48555 2.90164 2.40452
151 H 0.84459 0.04097 -5.99185
152 H -5.75967 3.95856 3.92570
153 H 1.61994 -1.42605 1.94330
154 H -0.68959 -8.97407 -2.25645
155 H 5.65332 -0.38298 3.55698
156 H 2.00821 0.74466 -5.07241
157 H -4.17589 -0.91513 -0.19057
158 H -2.75585 6.72273 1.55101
159 H 1.64056 -5.81470 2.23408
160 H -0.46475 5.61587 -4.03466
161 H 1.72098 0.64553 2.54749
162 H 1.10490 6.33009 -4.41946
163 H 2.75683 3.04527 -5.34031
164 H -1.04490 2.29238 2.74038
165 H -2.88915 1.05517 -0.74513
166 H 9.75209 -0.99999 1.74500
167 H 0.22778 2.26340 6.06946
168 H 7.67316 -3.24042 1.16086
169 H -3.37589 -1.64040 5.20202
170 H 6.66198 0.50249 -0.66428
171 H 2.84401 4.80013 -5.46170
172 H 9.47630 -2.45162 2.71065
173 H -1.15670 -2.91008 5.64650
174 H -3.54611 2.17671 -2.30561
175 H 8.29858 1.54186 2.39703
176 H -1.97865 0.90850 0.85713
177 H 8.58532 0.30062 -0.92590
178 H -2.63731 -0.83912 2.06548
179 H 4.82776 -0.08756 2.21850
180 H -5.19828 4.82708 1.20329
181 H -6.25203 1.98900 4.44609
182 H 5.81067 3.59187 -0.09522
183 H -7.27355 0.47025 0.36898
184 H 2.30964 -0.54532 -1.61388
185 H -6.60679 4.17927 0.44875
186 H -3.58316 3.60414 -5.22369
187 H 8.38567 -0.50428 3.45854
188 H 0.32788 -1.80768 -0.02273
189 H -0.10671 2.03741 -2.51103
190 H -0.63774 1.43353 7.79870
191 H -2.04690 6.83073 0.00595
192 H 4.81319 -0.34114 -1.89118
193 H -8.61404 3.55870 0.65541
194 H 2.62568 1.89467 -3.27024
195 H 1.85163 3.86280 -6.59957
196 H -0.87083 -0.11402 -4.25690
197 H -4.45234 1.43573 1.89877
198 H -2.49931 -8.87576 -2.01791
199 H -9.44318 2.43212 -0.45384
200 H -0.29396 -1.01078 1.32933
201 H 2.00561 -2.54568 3.04484
202 H 0.00595 -5.53823 -4.71145
203 H -0.59255 1.98373 4.46201
204 H 6.26934 -3.09969 -0.83186
205 H -0.97111 -6.36356 -3.43917
206 H 3.60085 -1.57175 -0.89308

Forces on the atoms, in the same order (eV/Å):
1.120 1.198 -0.269
-5.155 2.069 2.382
1.007 -0.136 0.676
0.117 1.330 -1.486
2.248 1.207 -1.082
-0.035 1.546 -0.280
-1.088 0.206 -0.134
-0.310 -0.847 0.099
1.310 -1.876 4.879
-0.411 0.227 0.111
0.623 -0.881 -2.213
0.297 -0.379 -0.696
0.603 -0.126 -0.105
0.049 0.642 0.155
-0.303 -2.530 3.305
-0.067 1.079 0.131
-2.109 0.785 3.483
-0.134 -0.905 -2.822
0.242 0.569 0.956
0.003 0.117 -0.472
0.419 -0.853 -0.124
0.365 -1.284 -1.489
0.446 0.694 -0.057
-1.277 3.950 -0.447
2.428 -1.409 -1.053
-2.521 -0.894 2.964
2.712 -3.855 0.972
-0.440 -1.421 1.653
0.924 0.634 -0.712
1.787 -2.926 -0.015
-0.933 -1.235 -1.282
2.552 0.809 -0.067
-2.657 -1.986 -1.059
1.332 1.351 -2.829
4.945 4.252 1.720
-4.003 -1.584 -5.905
-0.053 -1.488 1.268
-1.204 -0.708 0.457
5.445 1.886 0.197
-0.718 0.055 0.185
-0.620 1.407 2.339
3.178 2.671 -3.255
2.928 1.562 -0.449
-1.226 3.496 -0.251
4.119 4.599 -0.115
-0.450 -0.924 1.777
1.591 3.678 -1.803
-0.353 -2.968 5.455
-0.598 -3.317 -1.901
-0.923 0.917 -0.730
1.478 -0.122 2.593
1.243 -0.525 3.885
-2.446 0.223 -2.309
0.292 0.427 0.936
-0.661 1.935 0.410
-0.031 -3.025 0.147
-0.712 1.053 3.096
-2.492 -0.976 -2.661
1.881 -1.182 -0.158
-0.229 0.420 -0.219
0.854 0.153 0.414
-0.534 -1.484 -0.369
-1.378 -2.303 -2.088
-0.704 0.033 1.292
-0.500 -1.408 2.153
-0.435 -0.132 -3.556
0.739 1.013 -0.633
1.130 -0.890 0.329
0.762 0.449 -1.102
0.957 0.644 -0.874
-1.427 -0.882 0.086
-0.171 -0.105 -0.995
2.131 -1.167 -0.439
0.533 -0.298 -1.038
0.192 1.528 0.370
-2.072 1.742 2.049
-1.535 -0.691 -0.186
-4.316 -1.228 -1.075
-3.490 -0.135 1.771
0.735 -0.611 -0.767
0.509 0.638 0.063
-0.100 0.098 -2.616
-0.186 -1.703 1.285
1.112 0.949 -0.459
-0.425 -0.598 -1.228
-0.984 -1.347 -0.703
1.204 0.905 -1.747
-2.253 -2.545 -1.472
-2.578 -2.368 3.049
0.947 -0.591 -0.253
-1.194 -0.797 0.621
-0.010 -0.099 -0.185
0.307 1.093 -0.480
-0.072 -0.634 -0.135
-0.556 -0.236 0.181
0.312 0.236 -0.173
-0.607 0.136 0.430
-0.597 0.252 0.123
-0.220 -0.080 0.055
-0.331 -0.596 -0.194
-0.276 0.525 -0.153
0.320 -0.201 -0.293
0.059 -0.087 0.110
0.142 0.338 0.868
0.448 0.425 0.348
-0.564 -0.022 -0.941
-0.469 -0.190 0.430
-0.367 -0.047 -0.032
0.049 0.372 0.457
-0.045 0.275 0.271
-0.107 0.121 0.267
1.279 -0.089 0.751
-0.280 -0.503 0.046
-0.557 0.349 -0.010
-0.277 -0.587 0.125
-0.032 0.593 0.401
0.460 -0.468 1.130
-0.138 0.425 -0.580
-0.528 -0.400 0.121
0.368 -0.360 -0.201
-0.225 -0.146 0.750
-0.126 0.077 -0.457
-0.165 -0.358 0.049
-0.258 -0.470 -0.719
-0.271 -0.260 0.076
0.188 -0.282 0.065
0.191 0.066 0.178
0.157 -0.058 0.356
-0.644 0.241 -0.818
0.039 0.464 -0.448
0.110 0.212 -0.189
-0.308 0.065 0.331
0.113 0.057 0.395
0.353 0.150 -1.066
0.355 0.083 0.987
0.839 0.484 -0.147
0.401 0.342 0.066
-0.361 1.090 0.038
-0.015 0.462 -0.717
0.166 -0.715 -0.826
-0.214 0.409 -0.407
0.344 0.022 -0.330
0.025 -0.233 1.831
0.496 0.631 -0.253
0.223 0.195 0.042
0.199 0.273 0.081
0.413 -0.191 0.512
0.132 0.822 0.277
-0.217 0.258 -0.229
-0.348 0.131 0.417
-0.610 0.269 -0.412
0.037 0.486 -0.093
0.111 0.618 0.156
-0.844 -0.434 -0.304
0.838 0.479 0.474
0.686 0.368 -0.307
-0.017 -0.469 -0.327
0.653 0.488 -0.327
0.182 -0.159 -0.512
0.058 -0.097 0.488
0.027 0.718 0.350
0.154 -0.314 -0.249
0.016 0.068 0.073
0.149 -0.491 -0.230
0.111 -0.025 0.349
0.024 -0.175 -0.288
0.019 0.443 -0.748
0.079 -0.175 0.312
-0.452 -0.431 0.278
0.027 0.774 -0.677
-0.087 0.046 -0.045
0.289 -0.089 -0.187
0.814 0.258 0.126
-0.504 0.005 0.155
-0.861 0.286 0.317
-0.882 -0.107 0.217
0.175 -0.073 0.032
0.252 -0.025 0.318
-0.090 0.598 -0.826
0.000 0.303 1.073
-0.223 -0.134 0.498
-0.024 0.355 0.265
0.082 -0.181 -0.168
-0.407 -0.233 0.466
-0.802 -0.443 -0.555
0.300 0.007 0.230
-0.519 0.694 0.176
-0.679 -0.570 -0.506
-1.052 -0.779 -0.306
-0.315 0.104 -0.203
-0.632 -0.413 -0.459
0.655 0.122 0.009
-0.714 -0.253 -0.330
0.815 0.806 -0.123
0.102 0.171 -0.146
0.096 -0.241 -0.150
-0.062 0.111 -0.068
0.521 -0.785 -0.363
0.092 0.237 0.349
-0.314 0.770 0.134
0.531 -0.186 -0.080
-0.423 -0.076 0.291
1.415 0.800 -0.048
-0.268 -0.109 -0.066
1.236 -0.784 -0.538
-0.116 0.006 0.255

Calculated total energy in Ha: -4971.08820
Charge: +2
Gap between HOMO and LUMO in eV: 1.89


C4H7N5 | ωB97M-V/def2-TZVPD

Atoms and positions in Å:
1 N -1.10674 -0.36872 -0.71798
2 N 2.08420 -1.30883 -0.26999
3 N 0.60669 1.42362 -0.32897
4 N 1.86253 0.93554 -0.26767
5 N 0.92576 -1.32257 -0.91700
6 C 2.32856 -0.20345 0.38763
7 C -2.31545 -0.24069 0.26034
8 C -0.47339 0.78592 -0.67386
9 C -0.20084 -1.31769 -0.15519
10 H -3.11629 -1.38550 0.63150
11 H -2.16747 0.65363 1.36374
12 H 2.58376 1.70149 -0.25108
13 H -2.86670 0.58871 -0.56414
14 H 3.25427 -0.05143 1.02915
15 H -0.16513 -1.52385 0.90547
16 H -1.23376 1.63383 -0.43194

Forces on the atoms, in the same order (eV/Å):
-1.875 -5.527 3.482
0.078 -1.772 3.353
-0.849 -0.609 -1.203
2.126 1.886 0.986
-2.781 0.316 1.485
1.338 -0.885 -2.607
-3.481 3.006 -0.642
-0.457 7.985 2.226
4.808 0.803 -3.532
3.045 3.800 -1.619
0.095 -3.333 -3.296
-1.588 -0.911 0.337
0.234 -2.744 3.027
-1.223 -0.597 -1.007
-0.129 -0.056 0.379
0.661 -1.361 -1.370

Relative energy (zero: lowest compared OMol25 entry of this formula, charge and spin) in kcal/mol: 260.8
Calculated total energy in Ha: -430.04673
Charge: 0
Gap between HOMO and LUMO in eV: 8.41